Record 1
This record from OMol25 describes a structure of composition C5H6FFeO4 at a distorted geometry. The level of theory is ωB97M-V with the def2-TZVPD basis set.

Output
M: 204.9 g mol⁻¹
expectation value of S²: 12.015
HOMO energy (alpha / beta): -22.79 / -24.45 eV
multiplicity: 7
energy: -1857.15656 Eh
orbital gap (alpha / beta): 9.45 / 6.49 eV
net charge: +3

Last column: Löwdin spin population.
Cartesian coordinates (Å):
O -1.2661 2.1501 -1.6750  0.2397
C -0.0754 2.3916 -1.9538  0.1877
H 0.1602 3.3647 -2.4086  0.0127
H 0.6127 0.3403 0.0262  0.0287
C 0.9889 1.4597 -1.7236  0.5894
H 0.8088 0.4564 -2.1167  0.0206
H 2.0013 1.8529 -1.8450  0.0274
C -0.0748 -0.4992 0.7520  0.0582
C 0.1402 -0.9213 2.1861  0.0128
O 0.0209 -2.3431 2.1027  0.0399
C -0.0403 -2.7435 0.8426  0.0890
O -0.0207 -1.6327 0.0158  0.0522
O 0.0061 -3.8523 0.4267  0.7961
F -1.4240 0.0419 0.5916  0.0641
H -0.6223 -0.5178 2.8587  0.0025
H 1.1447 -0.6579 2.5362  0.0005
Fe -2.3603 1.1100 -0.6158  3.7786

---

Record 2
This record from OMol25 describes the molecule C5H6FN at a distorted geometry. The level of theory is ωB97M-V with the def2-TZVPD basis set.

Output
M: 99.1 g mol⁻¹
HOMO energy: -8.49 eV
multiplicity: 1
structure (SMILES): N[C@@H]1C=CC=C1F
energy: -348.69597 Eh
orbital gap: 9.27 eV

Last column: Mulliken charge in e.
Cartesian coordinates (Å):
C 0.1735 -0.4720 0.6299  0.3158
C -0.8053 0.6863 0.5321  -0.8157
C -0.4559 1.4911 -0.4891  -0.3914
C 0.7349 0.9573 -1.1738  -0.4576
C 1.0689 -0.1745 -0.5420  0.1161
H -1.0134 -1.9374 -0.1651  0.2624
H -0.9081 -2.0164 1.4492  0.2445
H 0.7698 -0.3446 1.5680  0.3032
H -1.5979 0.8297 1.2056  0.4200
H -0.9307 2.3997 -0.7611  0.4519
H 1.2321 1.3951 -2.0236  0.4463
N -0.3509 -1.8304 0.6004  -0.6254
F 2.0829 -0.9840 -0.8304  -0.2701

---

Record 3
This record from OMol25 describes the molecule C5H6FNO at a distorted geometry. The level of theory is ωB97M-V with the def2-TZVPD basis set.

Output
M: 115.1 g mol⁻¹
HOMO energy: -9.78 eV
multiplicity: 1
structure (SMILES): O[C@H](F)[C@H]1C=CC=N1
energy: -423.89575 Eh
orbital gap: 10.12 eV

Last column: Mulliken charge in e.
Cartesian coordinates (Å):
C 1.6915 -0.1644 -0.0560  -0.3344
C 0.9141 0.8029 0.4531  -0.5276
C 0.8366 -1.1514 -0.5673  -0.2572
C -0.5370 0.4986 -0.1323  0.0738
C -2.1053 0.3869 0.2749  0.2521
N -0.3992 -0.8564 -0.6670  -0.5993
O -2.2052 -0.8605 0.8963  -0.5136
F -2.7775 0.2860 -0.8980  -0.2748
H 2.7907 -0.0278 -0.2153  0.3493
H -2.5810 1.2265 0.9202  0.3142
H 1.2112 -2.1645 -0.8275  0.3813
H -0.5098 1.0349 -1.0905  0.2938
H 1.0262 1.5822 1.1565  0.4210
H -1.8652 -1.4120 0.2196  0.4212

---

Record 4
This record from OMol25 describes the molecule C5H6FNS at a distorted geometry. The level of theory is ωB97M-V with the def2-TZVPD basis set.

Output
M: 131.2 g mol⁻¹
HOMO energy: -9.45 eV
multiplicity: 1
structure (SMILES): N#C[C@@]1(CS)C[C@@H]1F
energy: -746.85731 Eh
orbital gap: 10.10 eV

Last column: Mulliken charge in e.
Cartesian coordinates (Å):
C -0.8934 0.4802 -0.5719  -0.7355
C 0.4609 -0.0764 -0.0186  0.6944
C 1.0023 0.3746 1.3697  -0.7055
C 1.6398 0.8729 0.1346  -0.0045
C 0.8754 -1.4619 -0.3776  -0.0336
H -3.3205 0.1308 -0.6925  0.1314
H -1.0225 1.6098 -0.2675  0.3242
H -0.9732 0.2325 -1.6100  0.4084
H 0.2959 1.0463 1.8579  0.2603
H 1.5003 -0.3567 2.0492  0.2794
H 2.6029 0.3955 -0.2534  0.3565
N 1.1782 -2.5817 -0.6461  -0.4731
F 1.3586 2.1928 -0.1761  -0.2926
S -2.3792 -0.3661 0.1130  -0.2097

---

Record 5
This record from OMol25 describes a structure of composition C5H6HgLiO4 at a distorted geometry. The level of theory is ωB97M-V with the def2-TZVPD basis set.

Output
M: 337.6 g mol⁻¹
HOMO energy: -12.95 eV
multiplicity: 1
energy: -655.64164 Eh
orbital gap: 5.88 eV
net charge: +1

Last column: Mulliken charge in e.
Cartesian coordinates (Å):
O 2.9627 1.1612 1.3455  -0.8457
C 2.2558 0.6535 0.4421  1.0204
O 2.3286 0.9856 -0.7646  -0.8453
O 1.4423 -0.3519 0.8282  -0.3665
C 0.5768 -0.9452 -0.1360  -0.6513
Li 3.7103 2.2401 -0.1127  0.8834
H 0.4143 -1.9751 0.2100  0.3217
H 1.0981 -1.0361 -1.0949  0.4416
C -0.9488 0.2773 -1.2759  -0.8373
C -0.8561 -0.2195 -0.0103  -0.0028
H -0.4744 -0.0223 -2.2115  0.3467
H -1.7114 1.0437 -1.4647  0.3590
Hg -2.8422 -1.5563 -0.6917  1.0258
O -2.9412 -0.8219 0.9892  -0.6436
C -1.8384 0.0140 1.0757  0.2158
H -2.1457 1.0755 1.0939  0.2907
H -1.0308 -0.5226 1.7778  0.2872

---

Record 6
This record from OMol25 describes a structure of composition C5H6HgLiO4 at a distorted geometry. The level of theory is ωB97M-V with the def2-TZVPD basis set.

Output
M: 337.6 g mol⁻¹
expectation value of S²: 2.019
HOMO energy (alpha / beta): -9.65 / -14.21 eV
multiplicity: 3
energy: -655.65379 Eh
orbital gap (alpha / beta): 5.44 / 7.55 eV
net charge: +1

Last column: Löwdin spin population.
Cartesian coordinates (Å):
O -3.0410 1.7509 0.0100  0.1756
C -2.3841 1.3472 0.9992  0.0363
O -2.6257 1.5722 2.2086  0.0263
O -1.5151 0.2858 0.7730  0.1198
C -0.2067 0.6420 0.3457  0.0486
C 0.5711 -0.6395 0.0230  0.3106
Li -1.4782 -0.2348 2.9367  0.0225
H 0.2422 1.0649 1.2489  0.0022
H -0.3587 1.1717 -0.5986  0.0057
H -0.0569 -1.3689 -0.4811  0.0151
H 0.9734 -1.0841 0.9283  0.0117
Hg -3.0484 -0.3141 -0.9654  0.6298
C 2.1379 -0.4586 -1.2202  0.1066
C 2.8788 -1.5755 -1.5753  0.2754
O 3.5264 -2.4991 -1.8375  0.2091
H 1.6629 0.0271 -2.0681  0.0032
H 2.7220 0.3126 -0.7271  0.0016

---

Record 7
This record from OMol25 describes a cluster of 2 separate species, C5H6I2 in total at a distorted geometry. The level of theory is ωB97M-V with the def2-TZVPD basis set.

Output
M: 319.9 g mol⁻¹
HOMO energy (alpha / beta): -9.13 / -8.00 eV
multiplicity: 1
energy: -789.36904 Eh
orbital gap (alpha / beta): 8.16 / 5.36 eV

Last column: Mulliken charge in e.
Cartesian coordinates (Å):
C -0.2307 -0.5643 -1.7362  -0.1837
C -0.7272 -0.8516 -0.4505  -0.4149
C 0.7989 0.4522 -1.0736  -0.4437
C 0.0448 -0.0006 0.2266  0.3338
C 0.4134 0.0210 1.6802  -0.9400
I -2.3174 -2.1443 0.2129  0.1019
I -1.7907 2.6303 0.0418  -0.1823
H -0.1125 -1.1299 -2.6692  0.3594
H 1.7785 0.0644 -1.0306  0.3095
H 0.6316 1.4526 -1.3574  0.1926
H 1.4499 0.4130 1.9684  0.2638
H 0.2879 -1.0178 1.9154  0.3697
H -0.2266 0.6749 2.2723  0.2340

---

Record 8
This record from OMol25 describes a cluster of 2 separate species, C5H6IN in total at a distorted geometry. The level of theory is ωB97M-V with the def2-TZVPD basis set.

Output
M: 207.0 g mol⁻¹
HOMO energy: -8.94 eV
multiplicity: 1
energy: -546.44260 Eh
orbital gap: 9.47 eV

Last column: Mulliken charge in e.
Cartesian coordinates (Å):
C 1.0975 0.8879 0.1496  -0.5201
C -0.1441 0.9494 1.0172  -0.1040
C 0.7375 -2.4446 -0.3590  -0.2662
C 0.0021 0.7065 -1.1227  -0.4501
C -0.9925 0.6513 0.0233  -0.4367
N -0.1352 -2.7382 0.3242  -0.0300
I -3.0303 0.1042 -0.0291  0.0390
H 1.6644 1.8632 0.1679  0.2649
H -0.2843 1.2291 2.0943  0.3517
H 1.8041 0.0678 0.1706  0.2609
H -0.0173 1.7999 -1.5659  0.2283
H 0.1720 -0.0920 -1.7612  0.3801
H -0.8740 -2.9845 0.8907  0.2822

---

Record 9
This record from OMol25 describes a cluster of 2 separate species, C5H6INO in total at a distorted geometry. The level of theory is ωB97M-V with the def2-TZVPD basis set.

Output
M: 223.0 g mol⁻¹
HOMO energy: -8.85 eV
multiplicity: 1
structure (SMILES): Ic1ccccn1.O
energy: -621.78651 Eh
orbital gap: 9.46 eV

Last column: Mulliken charge in e.
Cartesian coordinates (Å):
C -1.4899 0.9443 0.1728  -0.4848
C -0.9208 0.8573 -1.0648  -0.2422
C -0.6528 0.6935 1.2598  -0.0870
C 0.4697 0.6415 -1.1470  -0.0430
C 1.1944 0.3764 -0.0305  -0.0746
N 0.6316 0.4504 1.1742  -0.5331
O 0.6080 -2.0949 0.3984  -0.4980
I 3.2539 -0.0581 -0.0596  0.0550
H -2.5649 0.9453 0.4261  0.3259
H -1.3722 1.1425 -2.0693  0.2874
H -0.9737 0.7594 2.2795  0.4262
H 0.4278 -2.6058 -0.3639  0.2701
H 0.8899 0.6230 -2.1606  0.3381
H 0.4991 -2.6747 1.1849  0.2601

---

Record 10
This record from OMol25 describes a structure of composition C5H6KLiO4 at a distorted geometry. The level of theory is ωB97M-V with the def2-TZVPD basis set.

Output
M: 176.1 g mol⁻¹
expectation value of S²: 0.754
HOMO energy (alpha / beta): -2.75 / -2.78 eV
multiplicity: 2
energy: -1102.56388 Eh
orbital gap (alpha / beta): 4.30 / 4.28 eV
net charge: -1

Last column: Löwdin spin population.
Cartesian coordinates (Å):
C 0.5593 -1.1792 0.4935  0.0039
C -0.9416 -1.3263 0.2027  0.0009
C -1.6950 -0.0407 0.3885  0.0000
C -2.2862 0.6475 -0.6399  0.0003
O -2.5760 1.9070 -0.6596  0.0010
O 1.1796 -0.1980 -0.2784  0.0415
K 3.4007 -0.0580 -1.8016  0.0320
Li -0.1370 1.5679 -0.2916  0.0218
H 1.0396 -2.1711 0.3735  0.0001
H 0.6820 -0.9277 1.5674  0.0025
H -1.3318 -2.1302 0.8537  0.0004
H -1.0692 -1.6743 -0.8370  0.0002
H -1.6545 0.4443 1.3751  0.0000
H -2.3048 0.1154 -1.6210  0.0001
O 1.4192 2.2265 0.5928  0.2006
O 3.2869 1.3338 -0.3232  0.1779
C 2.4289 1.4633 0.6052  0.5168

---

Record 11
This record from OMol25 describes a structure of composition C5H6LiO4Rb at a distorted geometry. The level of theory is ωB97M-V with the def2-TZVPD basis set.

Output
M: 222.5 g mol⁻¹
expectation value of S²: 0.755
HOMO energy (alpha / beta): -9.81 / -10.64 eV
multiplicity: 2
energy: -526.39078 Eh
orbital gap (alpha / beta): 4.83 / 5.64 eV
net charge: +1

Last column: Löwdin spin population.
Cartesian coordinates (Å):
O -3.6173 1.1290 0.3828  0.0030
C -2.7379 0.2344 0.1686  0.0032
O -2.9819 -0.9655 0.0224  0.0025
O -1.5006 0.7564 0.0679  0.0331
C -0.3984 -0.1051 -0.2711  0.1043
C 0.8650 0.6690 -0.2238  0.7058
Li -7.0259 -0.7510 0.7659  0.0007
H -0.5762 -0.5330 -1.2674  0.0024
H -0.3923 -0.9415 0.4487  0.0230
H 1.0089 1.3674 0.6032  0.0371
H 1.3752 0.8661 -1.1678  0.0379
Rb -3.2228 3.8090 0.9080  0.0015
C 3.3190 -1.2829 0.0111  0.0099
C 4.5400 -0.7733 -0.2268  0.0221
O 5.3269 0.0393 -0.5126  0.0154
H 2.9171 -1.9526 -0.7514  -0.0010
H 3.1012 -1.5657 1.0423  -0.0008

---

Record 12
This record from OMol25 describes a structure of composition C5H6MgNaO4 at a distorted geometry. The level of theory is ωB97M-V with the def2-TZVPD basis set.

Output
M: 177.4 g mol⁻¹
expectation value of S²: 1.439
HOMO energy (alpha / beta): -5.16 / -6.09 eV
multiplicity: 2
energy: -857.12937 Eh
orbital gap (alpha / beta): 3.74 / 4.66 eV

Last column: Löwdin spin population.
Cartesian coordinates (Å):
O 2.0790 2.8463 0.7360  0.0011
C 1.9930 1.6189 0.4717  0.0013
O 3.0018 0.8881 0.3048  0.0071
O 0.7589 1.1273 0.3325  0.0338
C 0.3944 0.0461 -0.5415  0.1133
Na 4.7535 3.0245 0.9267  0.0000
H 1.2772 0.0776 -1.2113  0.0129
H 0.4590 -1.0030 -0.8737  0.0021
C -1.3334 0.1644 -0.9415  0.1043
C -1.4300 -0.4178 0.3963  0.6292
H -1.2186 0.0547 -2.0282  0.0372
H -1.8791 1.1213 -0.9369  0.0036
Mg -3.1377 -2.8117 -0.8676  -0.5068
O -1.9752 -2.7404 0.6232  0.0111
C -1.2669 -1.6564 1.0072  0.4579
H -2.2703 -0.4641 1.3745  0.0429
H -0.2056 -1.8759 1.2279  0.0491